# 1
{"formula": "C4H7NO2", "method": "wB97M-V/def2-TZVPD", "gap_ev": [8.01, 8.01], "de_lowest_kj_mol": 506.18, "e_tot_ev": -9842.03355, "species": ["C", "C", "C", "C", "N", "O", "O", "H", "H", "H", "H", "H", "H", "H"], "coordinates": [[-1.867, 0.145, -0.441], [-1.040, 0.863, 0.711], [0.742, -0.285, -0.085], [2.265, -0.544, -0.169], [-1.393, -1.221, -0.586], [0.304, 0.946, 0.306], [-0.028, -1.251, -0.435], [-2.913, 0.161, -0.059], [-1.538, 0.840, -1.251], [-1.346, 1.798, 0.954], [-1.038, 0.355, 1.634], [2.717, 0.109, 0.563], [2.630, -0.333, -1.183], [2.504, -1.582, 0.040]], "lowdin_charge": [-0.20, -0.17, -0.32, 0.04, -0.05, 0.01, -0.02, 0.12, 0.12, 0.09, 0.12, 0.08, 0.09, 0.09]}

=====

# 2
{"formula": "C2H7INO", "method": "wB97M-V/def2-TZVPD", "gap_ev": 8.75, "de_lowest_kj_mol": 367.98, "e_tot_ev": -13815.03553, "total_charge": 1, "species": ["C", "C", "N", "O", "I", "H", "H", "H", "H", "H", "H", "H"], "coordinates": [[-2.052, 1.495, 0.495], [1.074, -0.316, 0.052], [1.545, -1.833, -0.423], [1.528, -0.401, 1.318], [-1.505, -0.569, 0.053], [-2.954, 1.457, 1.023], [-1.240, 1.830, 1.167], [-2.289, 2.188, -0.322], [0.898, -2.459, -1.086], [2.502, -1.607, -0.843], [1.546, -2.391, 0.560], [1.463, 0.369, 1.772]], "lowdin_charge": [-0.42, -0.28, 0.06, -0.04, 1.04, -0.02, 0.02, 0.04, 0.19, 0.17, 0.20, 0.06]}

=====

# 3
{"formula": "C35H76F3N7O12P2", "method": "wB97M-V/def2-TZVPD", "gap_ev": 8.29, "e_tot_ev": -99258.08211, "species": ["O", "C", "C", "C", "C", "C", "C", "C", "C", "O", "C", "F", "F", "F", "C", "C", "O", "N", "P", "P", "O", "O", "O", "H", "H", "H", "H", "H", "H", "H", "H", "H", "H", "C", "O", "C", "C", "C", "N", "H", "H", "H", "H", "H", "H", "H", "H", "H", "H", "H", "C", "O", "C", "C", "C", "N", "H", "H", "H", "H", "H", "H", "H", "H", "H", "H", "H", "C", "O", "C", "C", "C", "N", "H", "H", "H", "H", "H", "H", "H", "H", "H", "H", "H", "C", "O", "C", "C", "C", "N", "H", "H", "H", "H", "H", "H", "H", "H", "H", "H", "H", "C", "O", "C", "C", "C", "N", "H", "H", "H", "H", "H", "H", "H", "H", "H", "H", "H", "C", "O", "C", "C", "C", "N", "H", "H", "H", "H", "H", "H", "H", "H", "H", "H", "H"], "coordinates": [[1.889, -7.513, -4.074], [1.006, -6.870, -4.562], [-0.438, -7.198, -4.657], [-1.192, -8.091, -3.926], [-2.549, -8.134, -4.206], [-3.118, -7.315, -5.185], [-2.355, -6.416, -5.927], [-2.948, -5.510, -6.981], [-4.201, -4.724, -6.586], [-5.355, -5.524, -6.409], [-4.030, -3.891, -5.321], [-5.045, -3.027, -5.179], [-2.891, -3.165, -5.410], [-3.967, -4.615, -4.199], [-1.001, -6.389, -5.635], [0.099, -5.562, -6.204], [0.141, -5.012, -7.268], [1.216, -5.598, -5.260], [1.012, -4.205, -4.190], [2.229, -2.660, -5.198], [3.668, -2.733, -4.960], [1.559, -1.345, -4.585], [1.851, -2.699, -6.747], [-0.741, -8.703, -3.158], [-3.190, -8.802, -3.646], [-4.182, -7.375, -5.369], [-2.190, -4.777, -7.258], [-3.167, -6.084, -7.885], [-4.371, -3.986, -7.377], [-5.744, -5.679, -7.274], [1.995, -4.483, -3.227], [0.627, -1.229, -4.818], [0.902, -2.694, -6.923], [-1.995, 2.219, -0.374], [-0.645, 1.926, -0.672], [-0.326, 0.548, -0.746], [-0.638, -0.115, -2.089], [-2.117, -0.406, -2.322], [-0.114, 0.658, -3.220], [-2.419, 1.479, 0.313], [-2.615, 2.268, -1.272], [-2.019, 3.197, 0.107], [0.751, 0.485, -0.587], [-0.804, 0.006, 0.081], [-0.108, -1.073, -2.077], [-2.670, 0.497, -2.583], [-2.237, -1.108, -3.149], [-2.580, -0.845, -1.437], [0.893, 0.748, -3.121], [-0.467, 1.608, -3.146], [5.293, -0.401, 2.713], [5.377, -0.038, 1.347], [5.404, -1.113, 0.431], [4.026, -1.682, 0.072], [3.414, -2.556, 1.162], [3.067, -0.634, -0.289], [5.845, -1.324, 2.914], [4.259, -0.520, 3.042], [5.734, 0.405, 3.297], [5.853, -0.709, -0.480], [6.069, -1.907, 0.798], [4.173, -2.309, -0.812], [3.018, -1.955, 1.982], [2.586, -3.135, 0.754], [4.148, -3.252, 1.571], [3.418, -0.121, -1.094], [3.061, 0.051, 0.463], [-8.260, 3.773, 2.263], [-7.609, 4.452, 1.205], [-6.213, 4.618, 1.345], [-5.379, 3.404, 0.919], [-5.392, 2.259, 1.926], [-5.771, 2.885, -0.395], [-7.794, 4.001, 3.226], [-8.266, 2.691, 2.113], [-9.294, 4.118, 2.283], [-5.956, 5.454, 0.690], [-5.969, 4.923, 2.371], [-4.346, 3.756, 0.834], [-6.327, 1.700, 1.887], [-4.588, 1.558, 1.705], [-5.252, 2.626, 2.945], [-5.649, 3.610, -1.096], [-6.773, 2.711, -0.377], [3.211, -0.933, 6.407], [4.211, -0.110, 5.841], [4.331, 1.183, 6.404], [5.173, 1.253, 7.684], [4.452, 0.734, 8.924], [6.457, 0.565, 7.550], [2.341, -0.346, 6.717], [3.584, -1.500, 7.264], [2.901, -1.643, 5.641], [4.830, 1.783, 5.639], [3.334, 1.618, 6.560], [5.388, 2.314, 7.846], [4.420, -0.355, 8.942], [4.979, 1.056, 9.821], [3.427, 1.110, 8.979], [6.995, 0.989, 6.794], [6.263, -0.382, 7.235], [-11.232, 4.073, -3.929], [-10.698, 3.823, -2.644], [-9.289, 3.731, -2.577], [-8.558, 5.076, -2.481], [-8.489, 5.836, -3.802], [-9.121, 5.951, -1.452], [-10.641, 3.580, -4.707], [-11.289, 5.142, -4.148], [-12.242, 3.666, -3.945], [-9.081, 3.168, -1.662], [-8.909, 3.138, -3.420], [-7.531, 4.842, -2.180], [-9.441, 6.309, -4.040], [-7.742, 6.626, -3.738], [-8.216, 5.176, -4.628], [-9.049, 5.480, -0.553], [-10.118, 6.037, -1.625], [12.121, 3.492, 4.817], [10.953, 3.007, 4.185], [10.756, 1.609, 4.252], [10.106, 1.115, 5.549], [11.049, 1.091, 6.748], [8.912, 1.887, 5.906], [12.948, 2.781, 4.721], [11.957, 3.706, 5.876], [12.398, 4.421, 4.320], [10.085, 1.373, 3.422], [11.703, 1.084, 4.066], [9.786, 0.086, 5.361], [11.216, 2.091, 7.146], [10.616, 0.493, 7.549], [12.016, 0.659, 6.483], [8.241, 1.818, 5.143], [9.165, 2.871, 5.922]], "lowdin_charge": [0.15, -0.43, -0.10, 0.01, -0.03, 0.00, -0.13, -0.05, -0.27, 0.01, -0.58, 0.15, 0.13, 0.17, -0.06, -0.43, 0.13, -0.19, 0.92, 0.25, -0.30, -0.20, -0.15, 0.13, 0.11, 0.12, 0.11, 0.14, 0.16, 0.11, -0.05, 0.06, 0.06, -0.12, -0.18, -0.20, -0.43, -0.06, 0.04, 0.08, 0.08, 0.08, 0.09, 0.12, 0.13, 0.07, 0.06, 0.08, 0.07, 0.08, -0.10, -0.19, -0.21, -0.43, -0.07, 0.04, 0.09, 0.07, 0.08, 0.12, 0.12, 0.14, 0.06, 0.07, 0.08, 0.08, 0.07, -0.10, -0.21, -0.20, -0.43, -0.06, 0.05, 0.09, 0.08, 0.09, 0.13, 0.12, 0.12, 0.07, 0.06, 0.08, 0.06, 0.06, -0.10, -0.21, -0.21, -0.44, -0.07, 0.05, 0.09, 0.08, 0.08, 0.12, 0.12, 0.14, 0.06, 0.07, 0.08, 0.03, 0.07, -0.11, -0.19, -0.21, -0.44, -0.07, 0.05, 0.09, 0.08, 0.09, 0.12, 0.12, 0.12, 0.06, 0.08, 0.08, 0.05, 0.07, -0.11, -0.19, -0.21, -0.43, -0.07, 0.04, 0.09, 0.07, 0.09, 0.12, 0.12, 0.14, 0.07, 0.08, 0.08, 0.07, 0.08]}